{
  "formula": "C3H4OS",
  "method": "ωB97M-V with the def2-TZVPD basis set",
  "elements": ["C", "C", "S", "C", "O", "H", "H", "H", "H"],
  "xyz": [[-0.4479, 1.7216, -0.0556], [0.0495, 0.2889, -0.0933], [1.5985, -0.3624, 0.0512], [-0.8727, -0.8950, -0.1787], [-2.0299, -0.6638, 0.1511], [-0.9773, 2.0367, -0.8826], [-0.9468, 1.9322, 1.0060], [0.6255, 2.2642, 0.0957], [-0.4117, -1.8164, -0.2822]],
  "atomic_forces_ev_per_a": [[4.567, -0.048, 5.080], [1.984, -1.932, -0.576], [-1.526, 1.870, 0.002], [-2.990, 4.204, 1.734], [0.792, -1.226, -0.738], [-1.259, 0.594, -1.554], [0.542, -0.610, -2.530], [-2.736, -0.597, -0.798], [0.627, -2.255, -0.621]],
  "gap_ev": 7.963,
  "multiplicity": 1,
  "smiles": "CC(=S)C=O",
  "lumo_ev": -1.371,
  "de_lowest_kcal_mol": 38.8,
  "homo_energy_ev": -9.335
}

{
  "formula": "C3H4OS",
  "method": "ωB97M-V with the def2-TZVPD basis set",
  "elements": ["C", "C", "O", "C", "S", "H", "H", "H", "H"],
  "xyz": [[-1.0750, -0.4573, 0.4077], [0.2677, 0.1819, 0.1947], [0.8486, 1.4022, 0.4724], [1.1757, 0.7459, -0.7622], [1.8330, -0.8601, -0.1010], [-1.1362, -0.9053, 1.4658], [-0.9555, -1.2907, -0.1974], [-1.8935, 0.2037, 0.3806], [0.9351, 0.9796, -1.8606]],
  "atomic_forces_ev_per_a": [[2.027, 0.353, 3.322], [0.937, -1.058, -0.505], [0.129, 1.242, 0.513], [-1.496, -2.079, -1.572], [-0.566, 1.400, -0.068], [0.403, 0.751, -1.308], [-0.980, -1.508, -1.613], [-1.058, 0.661, -0.915], [0.605, 0.238, 2.146]],
  "gap_ev": 9.485,
  "multiplicity": 1,
  "smiles": "C[C@]12O[C@H]1S2",
  "lumo_ev": 0.694,
  "de_lowest_kcal_mol": 77.4,
  "homo_energy_ev": -8.791
}

{
  "formula": "C3H4OS",
  "method": "ωB97M-V with the def2-TZVPD basis set",
  "elements": ["C", "C", "C", "O", "S", "H", "H", "H", "H"],
  "xyz": [[-0.2224, -2.3068, 0.0825], [0.2951, -1.1885, -0.0322], [-0.3726, 1.3278, -0.1607], [2.0153, 0.5393, 0.6887], [1.0672, 0.3079, -0.4123], [-0.5710, -3.2970, 0.2241], [-0.0615, 2.2683, -0.3319], [-0.8233, 1.0919, 0.7915], [-1.3267, 1.2572, -0.8496]],
  "atomic_forces_ev_per_a": [[1.826, 3.405, -0.261], [-1.968, -3.528, -0.057], [-3.740, -2.759, -0.748], [-0.008, 0.569, 0.132], [0.196, -0.806, -0.493], [-0.191, -0.169, 0.030], [1.208, 3.478, 0.141], [0.420, 0.461, 0.659], [2.257, -0.651, 0.597]],
  "gap_ev": 10.066,
  "multiplicity": 1,
  "lumo_ev": 0.617,
  "de_lowest_kcal_mol": 78.5,
  "homo_energy_ev": -9.449
}

{
  "formula": "C3H4OS",
  "method": "ωB97M-V with the def2-TZVPD basis set",
  "elements": ["C", "C", "O", "C", "S", "H", "H", "H", "H"],
  "xyz": [[0.6560, -1.6240, -0.5541], [1.3272, -0.2900, -0.3812], [1.9627, -0.2498, 0.6905], [1.1346, 0.7582, -1.7226], [1.8973, 2.1233, -1.9287], [-0.4241, -1.5056, -0.6821], [0.7936, -2.2280, 0.4051], [1.0576, -2.1057, -1.4482], [0.3386, 0.4127, -2.4716]],
  "atomic_forces_ev_per_a": [[-0.747, -0.485, 0.596], [1.051, -1.025, 1.746], [-1.077, 2.298, -3.496], [-0.777, -1.792, 1.597], [0.384, 0.366, 0.060], [0.006, 0.015, -0.280], [0.093, 0.756, -1.583], [-0.091, -0.258, 0.103], [1.157, 0.126, 1.256]],
  "gap_ev": 7.857,
  "multiplicity": 1,
  "smiles": "CC(=O)C=S",
  "lumo_ev": -1.187,
  "de_lowest_kcal_mol": 38.9,
  "homo_energy_ev": -9.045
}

{
  "formula": "C3H4OS",
  "method": "ωB97M-V with the def2-TZVPD basis set",
  "elements": ["C", "C", "C", "O", "S", "H", "H", "H", "H"],
  "xyz": [[-1.4842, 1.0764, 0.8395], [-0.7053, 0.4313, 0.0412], [0.5112, -0.3158, -0.4261], [-3.6865, -1.1030, 0.2836], [-2.4920, 0.6025, -0.5551], [-1.3510, 1.7450, 1.6571], [1.3659, 0.5127, -0.5275], [0.2631, -0.8925, -1.3535], [0.8899, -1.0520, 0.3565]],
  "atomic_forces_ev_per_a": [[1.510, 0.073, -0.877], [-0.851, -1.162, -0.311], [1.209, 0.995, 0.561], [1.940, 2.586, -1.304], [-1.128, -2.526, 1.764], [-0.780, 0.216, 0.575], [-1.742, -2.003, -0.267], [0.568, 0.826, 0.725], [-0.725, 0.996, -0.866]],
  "gap_ev": [8.553, 8.486],
  "multiplicity": 1,
  "lumo_ev": [-0.084, -0.188],
  "de_lowest_kcal_mol": 152.9,
  "homo_energy_ev": [-8.637, -8.674]
}

{
  "formula": "C3H4OS",
  "method": "ωB97M-V with the def2-TZVPD basis set",
  "elements": ["C", "C", "S", "C", "O", "H", "H", "H", "H"],
  "xyz": [[1.1255, -2.1105, -0.2120], [0.1153, -1.1987, 0.1360], [0.2752, 0.3731, -0.6571], [-0.5772, 1.4940, 0.2523], [-1.3260, 1.0251, 1.1610], [1.3070, -2.0592, -1.3890], [1.3737, -3.0539, 0.5422], [-0.1271, -0.7924, 1.2554], [-0.3300, 2.6265, -0.2404]],
  "atomic_forces_ev_per_a": [[-3.024, -0.601, -0.122], [3.434, 1.039, 3.402], [1.276, -0.481, -2.744], [-2.411, -0.460, 1.797], [1.910, 3.279, -2.152], [0.441, -0.645, 2.826], [-0.577, 2.625, -2.506], [0.025, -2.213, -2.420], [-1.074, -2.543, 1.920]],
  "gap_ev": 9.137,
  "multiplicity": 1,
  "smiles": "C=CSC=O",
  "lumo_ev": 0.012,
  "de_lowest_kcal_mol": 73.3,
  "homo_energy_ev": -9.124
}

{
  "formula": "C3H4OS",
  "method": "ωB97M-V with the def2-TZVPD basis set",
  "elements": ["C", "C", "C", "O", "S", "H", "H", "H", "H"],
  "xyz": [[-1.1076, 2.1261, 0.1613], [2.2916, -0.4031, 0.1620], [0.9160, -0.7101, -0.1502], [-1.3038, 0.9772, -0.0986], [3.4431, 0.6389, -0.0244], [-1.7860, 2.9312, -0.2804], [0.4015, -0.9570, 0.7330], [0.8367, -1.7908, -0.6702], [0.3390, 0.0132, -0.7527]],
  "atomic_forces_ev_per_a": [[-1.007, -1.712, -0.866], [0.724, 0.099, 0.039], [-0.127, -2.335, -2.535], [-0.027, 2.311, 0.694], [-0.410, -0.175, -0.048], [0.427, -0.145, 0.308], [-0.815, 0.125, 1.407], [0.530, 2.331, 0.747], [0.706, -0.498, 0.253]],
  "gap_ev": [9.413, 6.350],
  "multiplicity": 1,
  "lumo_ev": [0.255, -0.664],
  "de_lowest_kcal_mol": 103.8,
  "homo_energy_ev": [-9.158, -7.014]
}

{
  "formula": "C3H4OS2",
  "method": "ωB97M-V with the def2-TZVPD basis set",
  "elements": ["C", "C", "C", "S", "O", "S", "H", "H", "H", "H"],
  "xyz": [[-2.3020, -0.3135, -0.4285], [-1.2702, 0.0698, -0.0225], [-0.1239, 0.5695, 0.5961], [1.4286, -0.2979, -0.1821], [1.4796, -1.6801, 0.2707], [3.0766, 0.8259, -0.1950], [-3.0868, -0.9959, -0.5622], [-0.2553, 0.4972, 1.7469], [0.1178, 1.6416, 0.3031], [0.9356, -0.3165, -1.5264]],
  "atomic_forces_ev_per_a": [[-1.900, -1.562, -0.654], [1.100, 0.761, 0.410], [2.409, 1.913, 1.068], [0.275, 0.334, -0.385], [-0.004, 0.616, -0.075], [-1.863, -0.980, 0.179], [-0.854, -0.014, -0.508], [0.994, -0.130, -1.913], [-0.467, -1.158, 0.509], [0.310, 0.219, 1.369]],
  "gap_ev": 9.640,
  "multiplicity": 1,
  "smiles": "C#CC[S@H](=O)=S",
  "lumo_ev": 0.112,
  "de_lowest_kcal_mol": 100.6,
  "homo_energy_ev": -9.528
}

{
  "formula": "C3H4OS2",
  "method": "ωB97M-V with the def2-TZVPD basis set",
  "elements": ["C", "C", "C", "O", "S", "S", "H", "H", "H", "H"],
  "xyz": [[-0.6106, -1.1095, 0.0774], [0.1314, -0.0709, 0.0063], [1.4632, 0.4471, 0.0263], [-1.2343, 1.3064, 0.2912], [-2.3792, -1.1444, 0.1822], [-2.4727, 0.8102, -0.6158], [-0.2418, -2.0678, -0.2477], [1.8490, 0.7680, -1.0167], [2.1080, -0.3150, 0.6638], [1.3870, 1.3759, 0.6330]],
  "atomic_forces_ev_per_a": [[-1.126, -1.479, -0.989], [-2.495, 2.451, 0.563], [1.766, 0.394, 0.431], [1.658, -1.324, -0.916], [-0.169, 0.683, -0.275], [0.808, -0.662, 0.993], [0.466, -0.363, 0.429], [-0.363, -0.868, 1.791], [-0.874, 1.614, -1.742], [0.329, -0.446, -0.284]],
  "gap_ev": [8.134, 8.135],
  "multiplicity": 1,
  "lumo_ev": [0.115, 0.115],
  "de_lowest_kcal_mol": 82.8,
  "homo_energy_ev": [-8.019, -8.020]
}

{
  "formula": "C3H4OS2",
  "method": "ωB97M-V with the def2-TZVPD basis set",
  "elements": ["C", "C", "C", "O", "S", "S", "H", "H", "H", "H"],
  "xyz": [[2.4730, -0.1286, 0.8398], [1.2845, -0.0572, 0.3737], [-0.8052, 0.3873, -0.4647], [1.8716, -0.9254, -0.6228], [-1.7273, -1.1330, -0.1849], [-1.3782, 1.8817, 0.3320], [-0.4779, 0.3011, -1.4482], [1.8648, -0.5096, -1.5416], [-1.8208, -1.1445, 1.0741], [-1.2845, 1.3282, 1.6427]],
  "atomic_forces_ev_per_a": [[2.013, 0.889, 1.725], [-4.360, 0.658, -2.610], [1.171, -1.566, 4.611], [-0.675, -0.969, -2.619], [0.640, 0.301, -2.941], [0.547, -1.015, 0.896], [0.478, 0.826, -1.686], [0.492, -0.170, 1.864], [-0.108, 0.349, 2.503], [-0.198, 0.697, -1.743]],
  "gap_ev": 7.944,
  "multiplicity": 1,
  "lumo_ev": -1.097,
  "de_lowest_kcal_mol": 204.3,
  "homo_energy_ev": -9.041
}